# 1
{
  "formula": "C2H8N2O",
  "method": "wB97M-V/def2-TZVPD",
  "multiplicity": 1,
  "de_lowest_ev": 0.8735,
  "gap_ev": 10.4446,
  "charge": 0,
  "smiles": "NC=O.CN",
  "energy_ev": -7231.4542,
  "elements": ["N", "C", "O", "H", "H", "H", "C", "N", "H", "H", "H", "H", "H"],
  "positions_angstrom": [[0.72, -0.93, -1.57], [1.55, 0.13, -1.76], [2.55, 0.14, -2.42], [-0.03, -0.91, -0.90], [0.95, -1.79, -2.01], [1.18, 1.01, -1.19], [-0.96, 0.91, 1.41], [-0.78, -0.54, 1.09], [-0.88, 1.10, 2.48], [-1.97, 1.22, 1.14], [-0.25, 1.52, 0.86], [-0.39, -0.93, 1.93], [-1.69, -0.93, 0.94]]
}

=====

# 2
{
  "formula": "C2H8N2O",
  "method": "wB97M-V/def2-TZVPD",
  "multiplicity": 1,
  "de_lowest_ev": 1.6529,
  "gap_ev": 8.9788,
  "charge": 0,
  "smiles": "C/N=C\\N.O",
  "energy_ev": -7230.6749,
  "elements": ["C", "N", "C", "N", "H", "H", "H", "H", "H", "H", "O", "H", "H"],
  "positions_angstrom": [[-0.80, 0.24, -1.72], [0.54, 0.52, -1.29], [1.31, -0.02, -0.47], [1.00, -1.09, 0.37], [-0.99, 0.79, -2.63], [-1.47, 0.58, -0.92], [-0.94, -0.83, -1.92], [2.37, 0.17, -0.67], [0.08, -1.00, 0.79], [1.69, -1.35, 1.05], [-1.39, 0.44, 2.21], [-1.24, 1.39, 2.10], [-2.06, 0.44, 2.91]]
}

=====

# 3
{
  "formula": "C2H8N2O",
  "method": "wB97M-V/def2-TZVPD",
  "multiplicity": 1,
  "de_lowest_ev": 2.4403,
  "gap_ev": 9.9495,
  "charge": 0,
  "smiles": "C=O.NCN",
  "energy_ev": -7229.8874,
  "elements": ["C", "O", "H", "H", "N", "C", "N", "H", "H", "H", "H", "H", "H"],
  "positions_angstrom": [[2.49, 2.60, 1.19], [3.07, 2.25, 0.21], [2.04, 3.58, 1.51], [2.40, 1.82, 1.97], [-1.40, -2.66, -0.93], [-1.82, -1.22, -0.96], [-1.88, -0.53, 0.30], [-0.39, -2.64, -0.87], [-1.66, -3.04, -0.02], [-2.72, -1.09, -1.54], [-1.14, -0.71, -1.68], [-1.11, -0.81, 0.89], [-2.77, -0.84, 0.68]]
}

=====

# 4
{
  "formula": "C2H8N2O2",
  "method": "wB97M-V/def2-TZVPD",
  "multiplicity": 1,
  "de_lowest_ev": 0.4561,
  "gap_ev": 10.7057,
  "charge": 0,
  "smiles": "NCC(N)=O.O",
  "energy_ev": -9279.4545,
  "elements": ["N", "C", "C", "N", "O", "H", "H", "H", "H", "H", "H", "O", "H", "H"],
  "positions_angstrom": [[0.65, -0.57, 1.19], [-0.65, 0.06, 0.88], [-0.58, 0.92, -0.37], [0.58, 1.64, -0.52], [-1.51, 1.00, -1.14], [1.21, 0.11, 1.69], [0.52, -1.35, 1.82], [-1.38, -0.72, 0.68], [-1.05, 0.69, 1.68], [0.63, 2.10, -1.43], [1.44, 1.17, -0.31], [0.20, -2.03, -1.53], [0.39, -1.56, -0.70], [-0.44, -1.46, -1.98]]
}

=====

# 5
{
  "formula": "C2H8N2O2",
  "method": "wB97M-V/def2-TZVPD",
  "multiplicity": 1,
  "de_lowest_ev": 0.0908,
  "gap_ev": 10.6285,
  "charge": 0,
  "smiles": "CNC(N)=O.O",
  "energy_ev": -9279.8197,
  "elements": ["C", "N", "C", "N", "O", "H", "H", "H", "H", "H", "H", "O", "H", "H"],
  "positions_angstrom": [[1.51, -0.87, -0.12], [0.59, -0.02, -0.88], [-0.74, 0.00, -0.59], [-1.50, 0.75, -1.46], [-1.22, -0.58, 0.38], [2.11, -1.46, -0.81], [0.91, -1.46, 0.56], [2.17, -0.27, 0.50], [0.95, 0.59, -1.59], [-1.26, 0.70, -2.44], [-2.49, 0.77, -1.27], [-0.43, 0.52, 2.97], [0.33, 1.03, 2.64], [-0.92, 0.30, 2.14]]
}

=====

# 6
{
  "formula": "C2H8N2O2",
  "method": "wB97M-V/def2-TZVPD",
  "multiplicity": 1,
  "de_lowest_ev": 0.8657,
  "gap_ev": 10.1529,
  "charge": 0,
  "smiles": "CNC(N)=O.O",
  "energy_ev": -9279.0449,
  "elements": ["C", "N", "C", "N", "O", "H", "H", "H", "H", "H", "H", "O", "H", "H"],
  "positions_angstrom": [[-1.16, -1.41, 0.87], [-0.44, -0.27, 0.45], [-0.89, 0.62, -0.51], [0.11, 1.26, -1.32], [-2.05, 0.73, -0.78], [-1.01, -1.49, 1.99], [-2.26, -1.31, 0.70], [-0.94, -2.30, 0.25], [0.54, -0.25, 0.69], [0.26, 0.73, -2.13], [-0.37, 2.13, -1.72], [2.62, 0.40, 0.85], [2.48, 1.28, 0.54], [3.13, -0.13, 0.13]]
}

=====

# 7
{
  "formula": "C2H8N2O2",
  "method": "wB97M-V/def2-TZVPD",
  "multiplicity": 1,
  "de_lowest_ev": 4.6130,
  "gap_ev": 9.5240,
  "charge": 0,
  "smiles": "O=NO.CCN",
  "energy_ev": -9275.2975,
  "elements": ["O", "N", "O", "H", "C", "C", "N", "H", "H", "H", "H", "H", "H", "H"],
  "positions_angstrom": [[-2.37, -0.27, 0.63], [-2.60, 0.08, -0.54], [-1.73, 0.97, -1.04], [-1.17, 1.40, -0.29], [1.37, -0.35, -0.87], [0.66, -0.70, 0.41], [-0.15, 0.52, 1.00], [2.16, -1.08, -1.06], [1.81, 0.64, -0.88], [0.70, -0.41, -1.73], [1.36, -1.03, 1.18], [-0.05, -1.51, 0.26], [0.41, 1.36, 0.96], [-0.39, 0.38, 1.98]]
}

=====

# 8
{
  "formula": "C2H8N2O2",
  "method": "wB97M-V/def2-TZVPD",
  "multiplicity": 1,
  "de_lowest_ev": 6.2732,
  "gap_ev": [10.1103, 8.1692],
  "charge": 0,
  "energy_ev": -9273.6374,
  "elements": ["C", "C", "N", "N", "O", "O", "H", "H", "H", "H", "H", "H", "H", "H"],
  "positions_angstrom": [[0.81, 0.09, 0.39], [-2.02, 0.64, -0.51], [-1.22, -0.02, 0.50], [1.41, -0.51, 1.42], [0.34, -0.59, -0.59], [2.30, -0.55, -1.15], [2.08, -0.33, -2.06], [-1.49, -0.99, 0.61], [0.86, 1.17, 0.36], [1.67, -1.48, 1.28], [1.98, 0.03, 2.04], [-2.99, 0.89, -0.07], [-2.18, 0.05, -1.42], [-1.54, 1.59, -0.79]]
}

=====

# 9
{
  "formula": "C2H8N2O2",
  "method": "wB97M-V/def2-TZVPD",
  "multiplicity": 1,
  "de_lowest_ev": 1.0804,
  "gap_ev": 9.6478,
  "charge": 0,
  "smiles": "CNC(N)=O.O",
  "energy_ev": -9278.8302,
  "elements": ["C", "N", "C", "N", "O", "H", "H", "H", "H", "H", "H", "O", "H", "H"],
  "positions_angstrom": [[-1.38, 0.94, -1.62], [-0.65, 0.40, -0.41], [0.70, 0.39, -0.37], [1.33, -0.47, 0.53], [1.41, 0.99, -1.14], [-2.07, 0.20, -2.07], [-1.66, 1.99, -1.48], [-0.63, 1.03, -2.36], [-1.09, 0.39, 0.45], [1.24, -0.19, 1.50], [2.27, -0.70, 0.23], [-0.98, -1.71, 2.35], [-0.28, -2.31, 2.61], [-1.89, -2.08, 2.55]]
}

=====

# 10
{
  "formula": "C2H8N2O2",
  "method": "wB97M-V/def2-TZVPD",
  "multiplicity": 2,
  "de_lowest_ev": 1.7126,
  "gap_ev": [7.8542, 2.0455],
  "charge": 1,
  "energy_ev": -9268.8966,
  "elements": ["N", "C", "O", "H", "H", "H", "H", "H", "C", "N", "O", "H", "H", "H"],
  "positions_angstrom": [[2.98, 1.56, 2.96], [2.43, 2.86, 2.81], [3.22, 3.57, 1.96], [3.39, 1.50, 3.89], [3.38, 1.10, 2.14], [1.38, 2.89, 2.45], [2.32, 3.30, 3.81], [2.83, 4.41, 1.67], [-3.03, -3.49, -3.41], [-4.31, -3.77, -3.83], [-2.23, -2.83, -4.01], [-2.72, -4.13, -2.57], [-4.59, -3.31, -4.70], [-5.06, -3.66, -3.17]]
}